C11H19N5O2P | the ωB97M-V functional and the def2-TZVPD basis

Computed properties:
Max |F| in eV/Å: 2.42
SMILES: [H]/N=C(/N)NCCCCc1cc(C(=O)O[PH2]=N)cc[nH+]1
Charge: +1
HOMO level in eV: -11.91
Calculated total energy in eV: -32541.751
Orbital gap in eV: 6.8

```
38
Properties=species:S:1:pos:R:3:forces:R:3
N 4.4028 -2.7026 1.2314 0.13 0.61 -0.35
P 4.5784 -1.4703 0.3082 0.08 -1.84 1.57
O 3.8164 -1.6365 -1.1962 0.30 2.00 0.66
C 3.7344 -0.4024 -1.8220 0.32 0.43 -0.84
O 4.3400 -0.1106 -2.8099 -0.38 -0.32 0.68
C 2.7647 0.6223 -1.2105 -0.63 -0.36 0.56
C 3.1698 1.8890 -0.7158 0.19 -1.09 -0.77
C 2.2146 2.7051 -0.1909 0.45 0.76 0.37
N 0.9154 2.3291 -0.1035 0.45 0.06 -0.20
C 0.4921 1.1481 -0.5471 -0.88 -1.39 -0.82
C -0.9548 0.6601 -0.4415 -0.13 1.47 0.86
C -1.8796 1.5679 0.4378 0.51 -1.16 0.59
C -2.8256 0.6582 1.2941 -0.60 1.20 0.12
C -4.0555 0.1151 0.5209 0.00 0.36 -0.61
N -3.8221 -1.0389 -0.3672 0.79 -0.28 0.52
C -3.1919 -2.1461 0.2671 0.32 -0.69 -0.30
N -3.5678 -2.7137 1.3353 -0.16 0.78 -0.01
N -2.0571 -2.6935 -0.4112 -0.34 1.23 0.02
C 1.4188 0.2691 -1.1155 0.76 0.17 0.00
H 3.9501 -2.4233 2.0976 -0.17 -0.41 -0.11
H 5.9329 -1.2413 -0.0336 -0.59 0.26 -0.50
H 4.0749 -0.3267 0.9937 0.22 0.26 -0.97
H 4.2228 2.1628 -0.7798 -0.39 0.21 0.12
H 2.4701 3.6887 0.2035 -0.23 -0.27 -0.09
H 0.2630 2.9858 0.3151 -0.09 -0.18 -0.08
H -0.8883 -0.3096 0.0773 -0.07 0.17 -0.55
H -1.4134 0.5718 -1.4377 0.51 -0.29 0.17
H -2.4346 2.3268 -0.1308 0.16 -0.31 0.06
H -1.2335 2.0899 1.1694 -0.39 -0.06 -0.16
H -3.2308 1.3310 2.0750 0.10 -0.41 -0.21
H -2.2437 -0.1085 1.8284 -0.24 0.06 -0.30
H -4.3962 0.9367 -0.1376 -0.04 -0.36 0.30
H -4.9130 -0.1050 1.1738 0.50 0.02 -0.01
H -3.3247 -0.7835 -1.2107 -0.22 0.08 0.02
H -4.4031 -2.2350 1.6754 0.05 -0.28 0.16
H -1.7327 -2.0459 -1.1230 0.05 -0.34 -0.04
H -1.2981 -2.8469 0.2459 -0.27 -0.49 -0.03
H 1.1053 -0.7172 -1.4655 -0.09 0.38 0.18
```
Positions in Å, forces in eV/Å.

Löwdin atomic charge list, values in e, 8 entries: N -0.2532; P 0.7106; O -0.1592; C -0.4994; O 0.1995; C -0.0871; C 0.0329; C -0.0006